12
Properties=species:S:1:pos:R:3 method="wB97M-V/def2-TZVPD" e_tot_ha=-264.599907 gap_ev="6.4377 / 9.8070" charge=+1 multiplicity=3
C 0.33 -0.22 -0.13
C -0.47 -1.37 0.37
N 1.64 0.05 0.28
N -0.56 1.19 -0.33
O 1.27 -0.17 -1.14
H -1.59 -1.24 0.02
H -0.45 -1.41 1.49
H 0.03 -2.25 -0.12
H 1.94 1.00 0.60
H -0.68 1.48 -1.32
H -0.01 1.89 0.18
H -1.46 1.06 0.10

---

86
Properties=species:S:1:pos:R:3 method="wB97M-V/def2-TZVPD" e_tot_ha=-8928.773164 gap_ev="5.7862 / 5.7751" charge=+1
Pt -0.48 0.67 -0.01
N -2.18 3.93 2.21
C -2.08 3.18 3.37
C -2.44 3.44 4.69
C -2.23 2.41 5.59
C -1.65 1.19 5.20
C -1.27 0.96 3.90
C -1.51 1.97 2.97
N -1.27 2.01 1.61
C -1.69 3.19 1.19
C -1.65 3.56 -0.21
C -1.78 4.79 -0.77
S -1.59 4.68 -2.47
C -1.36 2.99 -2.32
N -1.42 2.55 -1.11
H -2.57 4.86 2.13
H -2.85 4.39 4.99
H -2.51 2.56 6.63
H -1.49 0.43 5.96
H -0.78 0.04 3.60
H -1.93 5.75 -0.30
H -1.17 2.36 -3.19
Br -4.06 0.75 0.04
C -3.16 -0.46 1.18
C -3.84 -0.97 2.27
C -3.21 -1.93 3.04
C -1.94 -2.36 2.68
C -1.33 -1.78 1.59
N -1.92 -0.84 0.84
H -4.83 -0.61 2.50
H -3.71 -2.35 3.90
H -1.43 -3.13 3.24
H -0.33 -2.07 1.28
C -4.89 -4.32 -3.72
C -3.72 -3.51 -3.23
C -2.70 -4.09 -2.50
C -1.59 -3.36 -2.06
C -0.57 -4.10 -1.23
C -1.51 -1.99 -2.39
Te 0.26 -0.90 -1.95
C -2.56 -1.38 -3.11
C -2.55 0.08 -3.46
C -3.64 -2.15 -3.51
H -4.94 -5.29 -3.21
H -4.79 -4.52 -4.79
H -5.83 -3.79 -3.56
H -2.74 -5.15 -2.27
H -0.44 -5.12 -1.59
H -0.91 -4.16 -0.19
H 0.40 -3.61 -1.23
H -2.58 0.69 -2.56
H -3.42 0.34 -4.08
H -1.65 0.33 -4.02
H -4.43 -1.68 -4.08
S 3.74 1.88 -5.39
C 3.26 1.61 -3.85
S 2.07 2.65 -3.10
C 2.24 1.78 -1.60
N 3.08 0.82 -1.66
N 3.64 0.69 -2.90
C 4.62 -0.38 -3.01
C 5.10 -0.83 -4.23
C 6.05 -1.84 -4.26
C 6.52 -2.41 -3.09
C 6.02 -1.97 -1.87
C 5.07 -0.96 -1.83
S 1.38 2.29 -0.18
H 4.74 -0.42 -5.16
H 6.43 -2.18 -5.22
H 7.27 -3.19 -3.12
H 6.37 -2.41 -0.95
H 4.68 -0.61 -0.88
C 2.79 -0.19 4.31
Si 2.69 1.05 2.92
C 1.67 2.55 3.38
C 4.35 1.56 2.28
Se 1.69 -0.22 1.22
H 3.46 0.17 5.10
H 3.17 -1.15 3.95
H 1.81 -0.36 4.75
H 2.32 3.31 3.83
H 0.89 2.30 4.11
H 1.19 2.98 2.50
H 5.01 1.85 3.11
H 4.25 2.41 1.61
H 4.84 0.75 1.73

---

7
Properties=species:S:1:pos:R:3 method="wB97M-V/def2-TZVPD" e_tot_ha=-6219.740399 gap_ev=7.8018
C 1.19 0.50 -0.17
C -3.07 0.70 -0.54
O 0.11 0.98 -0.24
Cl 1.66 -1.11 -0.76
Cl 2.46 1.26 0.75
Br -2.57 -0.96 -0.30
Br -4.56 1.27 0.39

---

33
Properties=species:S:1:pos:R:3 method="wB97M-V/def2-TZVPD" e_tot_ha=-995.973358 gap_ev=7.5178 charge=+1
O 3.48 -2.11 1.47
B 2.18 -1.70 1.07
O 1.73 -1.95 -0.26
O 1.37 -1.10 2.08
C 0.19 -0.55 1.57
C 0.19 0.92 1.37
C -1.06 1.60 0.86
C -2.25 0.78 0.58
C -2.23 -0.71 0.75
C -3.42 -1.56 0.48
N -3.38 -2.92 0.64
C -2.23 -3.62 1.08
C -1.02 -2.89 1.41
C -0.99 -1.38 1.25
H 3.35 -2.59 2.31
H 1.61 -1.11 -0.74
H 1.10 1.54 1.58
H -1.15 2.70 0.70
H -3.20 1.25 0.24
H -4.36 -1.06 0.13
H -4.23 -3.45 0.42
H -2.25 -4.74 1.17
H -0.09 -3.40 1.77
C 2.35 3.49 -2.07
C 2.23 2.03 -2.39
O 0.87 1.74 -2.04
C 0.18 2.92 -2.11
O -1.00 3.01 -2.04
O 1.03 3.97 -2.26
H 3.05 4.00 -2.73
H 2.65 3.67 -1.04
H 2.37 1.81 -3.45
H 2.91 1.41 -1.81

---

81
Properties=species:S:1:pos:R:3 method="wB97M-V/def2-TZVPD" e_tot_ha=-2459.198079 gap_ev="9.2730 / 6.8216" charge=+2 multiplicity=3
Pt -0.15 1.08 -1.53
O -1.06 -0.31 -0.07
P -0.88 -1.79 0.20
C 0.90 -2.27 0.25
P 1.98 -0.79 0.17
O 1.73 0.01 -1.09
C 1.80 0.19 1.67
C 1.29 -0.31 2.86
C 1.34 0.46 4.00
C 1.94 1.71 3.97
C 2.46 2.21 2.79
C 2.38 1.46 1.63
C 3.68 -1.38 0.17
C 4.06 -2.51 0.89
C 5.39 -2.90 0.89
C 6.33 -2.15 0.19
C 5.96 -1.01 -0.50
C 4.63 -0.63 -0.52
C -1.59 -2.80 -1.10
C -1.41 -4.18 -1.10
C -2.00 -4.95 -2.09
C -2.78 -4.35 -3.07
C -2.95 -2.97 -3.07
C -2.36 -2.20 -2.09
C -1.59 -2.14 1.82
C -1.39 -3.35 2.46
C -1.99 -3.58 3.69
C -2.77 -2.60 4.28
C -2.97 -1.39 3.64
C -2.39 -1.16 2.41
H 1.14 -2.86 -0.63
H 1.11 -2.86 1.14
H 0.85 -1.30 2.89
H 0.92 0.09 4.93
H 2.01 2.30 4.87
H 2.94 3.18 2.78
H 2.77 1.83 0.69
H 3.34 -3.08 1.45
H 5.69 -3.78 1.43
H 7.37 -2.47 0.19
H 6.69 -0.43 -1.03
H 4.31 0.25 -1.07
H -0.80 -4.66 -0.34
H -1.86 -6.02 -2.10
H -3.25 -4.96 -3.83
H -3.55 -2.51 -3.84
H -2.48 -1.12 -2.08
H -0.77 -4.12 2.02
H -1.84 -4.53 4.19
H -3.24 -2.79 5.23
H -3.58 -0.62 4.10
H -2.54 -0.22 1.89
C 1.67 3.13 -3.17
O 0.76 2.05 -3.40
C -0.21 2.27 -4.41
C -1.53 2.75 -3.84
O -1.95 1.78 -2.88
C -3.32 1.90 -2.50
H 2.20 3.37 -4.09
H 2.39 2.77 -2.43
H 1.16 4.02 -2.79
H -0.38 1.31 -4.90
H 0.16 2.98 -5.15
H -2.27 2.83 -4.64
H -1.44 3.74 -3.36
H -3.96 1.77 -3.38
H -3.54 2.86 -2.03
H -3.52 1.10 -1.78
C -2.27 2.96 1.37
C -2.04 4.33 0.71
C -0.89 4.07 -0.27
O -0.32 2.79 0.07
C -0.86 2.39 1.35
H -2.94 2.34 0.77
H -2.66 3.04 2.38
H -1.74 5.05 1.47
H -2.93 4.71 0.21
H -0.11 4.82 -0.19
H -1.23 4.02 -1.30
H -0.25 2.86 2.13
H -0.79 1.31 1.44

---

13
Properties=species:S:1:pos:R:3 method="wB97M-V/def2-TZVPD" e_tot_ha=-244.968580 gap_ev=10.0963 charge=+1 smiles="C/[N+](N)=C/N"
C -0.41 1.31 0.84
N -0.13 0.06 0.20
N 0.76 -0.86 0.72
C -0.23 -0.09 -1.21
N 0.34 -1.16 -1.77
H -1.11 1.21 1.66
H 0.44 1.79 1.35
H -1.04 1.75 0.12
H 1.64 -0.65 0.30
H 0.82 -0.84 1.75
H -0.67 0.59 -1.85
H 0.23 -1.26 -2.84
H 0.72 -1.86 -1.12

---

58
Properties=species:S:1:pos:R:3 method="wB97M-V/def2-TZVPD" e_tot_ha=-9081.065069 gap_ev=6.1044 charge=+2
Pt 0.30 -0.29 -0.52
Cl 4.94 0.49 5.24
C 3.68 0.22 4.10
C 2.38 -0.09 4.55
C 1.36 -0.31 3.65
C 1.58 -0.22 2.27
O 0.56 -0.43 1.48
C 2.88 0.09 1.82
C 3.19 0.18 0.47
O 2.43 -0.02 -0.51
C 3.92 0.31 2.77
H 2.19 -0.16 5.61
H 0.36 -0.56 3.98
H 4.23 0.45 0.23
H 4.93 0.55 2.43
C -0.12 1.16 -3.81
Se 0.45 -0.47 -2.93
C -1.16 -1.56 -3.16
C -2.35 -0.91 -2.50
Se -2.11 -0.78 -0.55
C -3.33 0.71 -0.37
H -0.35 0.90 -4.84
H 0.73 1.84 -3.78
H -0.97 1.60 -3.31
H -0.90 -2.53 -2.73
H -1.33 -1.70 -4.23
H -3.26 -1.47 -2.69
H -2.50 0.10 -2.86
H -3.04 1.53 -1.02
H -3.34 1.02 0.66
H -4.30 0.30 -0.66
C 0.31 1.80 -0.40
C -0.85 2.57 0.07
C -1.23 2.53 1.42
C -2.28 3.30 1.88
C -2.97 4.13 0.99
C -2.59 4.20 -0.35
C -1.54 3.42 -0.80
C -4.07 4.92 1.47
N -4.97 5.53 1.84
H 1.12 1.88 0.31
H 0.61 2.15 -1.39
H -0.69 1.89 2.11
H -2.58 3.27 2.92
H -3.11 4.87 -1.02
H -1.24 3.49 -1.84
Se -1.35 -4.92 1.25
N 0.02 -5.80 0.58
C 0.77 -4.91 -0.06
C 1.97 -5.20 -0.75
C 2.62 -4.17 -1.34
C 2.08 -2.86 -1.26
N 0.96 -2.53 -0.65
C 0.28 -3.56 -0.03
N -0.84 -3.35 0.63
H 2.34 -6.22 -0.78
H 3.55 -4.30 -1.87
H 2.62 -2.05 -1.74

---

74
Properties=species:S:1:pos:R:3 method="wB97M-V/def2-TZVPD" e_tot_ha=-2500.459307 gap_ev=7.4841 charge=-1
C 4.57 -1.96 3.98
C 3.06 -2.03 3.29
O 2.48 -3.34 3.67
C 1.86 -4.00 2.50
C 0.36 -3.34 2.30
O 0.35 -2.12 1.47
C -0.34 -2.50 0.23
B -0.51 -1.30 -0.89
C -1.72 -0.20 -0.52
C -2.23 -0.26 1.04
O -1.31 0.35 2.02
C -1.96 0.55 3.33
C -1.80 -0.73 4.36
F -0.41 -0.97 4.81
F -2.38 -2.00 3.85
F -2.58 -0.37 5.59
C -1.09 -2.05 -2.27
C -0.05 -3.10 -2.96
C 1.01 -2.53 -4.12
C 2.11 -3.46 -4.90
C 2.17 -5.07 -4.54
C 1.15 -5.73 -3.43
C 0.05 -4.72 -2.67
C 0.93 -0.61 -1.28
Cl 2.42 -1.74 -1.02
C 1.31 0.77 -0.49
C 2.88 0.91 -0.05
Cl 0.98 2.21 -1.67
H 5.07 -0.94 3.65
H 5.29 -2.82 3.61
H 4.55 -1.98 5.15
H 3.12 -1.99 2.12
H 2.38 -1.19 3.73
H 2.52 -4.00 1.54
H 1.68 -5.14 2.80
H -0.09 -3.05 3.35
H -0.32 -4.20 1.85
H -1.43 -2.93 0.45
H 0.26 -3.43 -0.21
H -2.69 -0.45 -1.17
H -1.44 0.90 -0.78
H -3.22 0.40 1.08
H -2.59 -1.35 1.39
H -3.06 0.93 3.22
H -1.36 1.44 3.85
H -2.09 -2.67 -2.02
H -1.40 -1.24 -3.07
H 0.97 -1.36 -4.40
H 2.84 -2.99 -5.70
H 2.96 -5.78 -5.05
H 1.15 -6.88 -3.11
H -0.70 -5.14 -1.85
H 0.85 -0.31 -2.44
H 0.66 1.00 0.46
H 3.65 0.82 -0.94
H 3.01 2.02 0.36
H 3.18 0.22 0.88
C -3.56 6.02 -1.87
C -2.91 5.54 -0.57
C -1.70 6.39 -0.13
O -0.50 6.13 -0.87
C -0.43 6.80 -2.12
N -2.56 4.12 -0.71
H -2.98 5.74 -2.75
H -4.55 5.58 -1.99
H -3.67 7.11 -1.87
H -3.67 5.63 0.22
H -1.46 6.13 0.91
H -1.93 7.46 -0.13
H -0.90 7.78 -2.09
H -0.88 6.18 -2.90
H 0.62 6.93 -2.38
H -2.22 3.78 0.19
H -1.73 4.07 -1.31

---

18
Properties=species:S:1:pos:R:3 method="wB97M-V/def2-TZVPD" e_tot_ha=-678.228240 gap_ev="8.3153 / 8.3166"
C -0.63 1.50 0.02
C -0.25 0.09 0.41
C 0.93 0.04 1.34
O 0.69 0.79 2.47
C -1.19 -1.13 0.41
C -0.03 -0.84 -0.80
N -0.31 -0.18 -2.10
N 0.24 -0.17 -3.11
I 1.94 -1.42 -3.77
H 0.08 1.96 -0.63
H -0.46 2.07 1.00
H -1.57 1.62 -0.42
H 1.88 0.44 0.92
H 1.07 -1.04 1.63
H -0.24 0.81 2.57
H -0.84 -1.99 0.97
H -2.17 -1.07 0.10
H 0.86 -1.46 -1.01

---

17
Properties=species:S:1:pos:R:3 method="wB97M-V/def2-TZVPD" e_tot_ha=-384.379970 gap_ev=5.6214 charge=-1
O -2.17 -0.79 0.82
C -1.18 -0.56 1.55
O -1.00 -0.75 2.76
C 0.06 0.04 0.83
C 0.13 -0.06 -0.56
C 1.25 0.32 -1.41
C 2.35 0.96 -0.87
C 0.96 -0.03 -2.73
H -0.30 1.09 0.44
H 0.95 0.17 1.43
H -0.81 -0.33 -1.03
H -2.22 2.13 -1.89
H 2.45 1.15 0.19
H 3.24 1.06 -1.48
H 1.70 0.02 -3.52
H 0.13 -0.70 -2.94
H -1.51 1.93 -1.79

---

19
Properties=species:S:1:pos:R:3 method="wB97M-V/def2-TZVPD" e_tot_ha=-402.254154 gap_ev="7.3630 / 7.3589" charge=+1 multiplicity=3
C -0.92 -1.21 -2.07
C -0.43 0.04 -2.14
C -1.10 -1.90 -0.84
C 0.10 0.62 -1.01
C -0.89 -1.36 0.34
C 1.39 2.03 1.20
C 0.50 0.83 1.37
N -0.07 0.24 0.18
O -0.81 -1.70 1.60
H -1.21 -1.90 -2.85
H -0.35 0.39 -3.11
H -1.39 -2.91 -0.66
H 0.81 1.56 -1.18
H 1.82 2.27 2.07
H 0.75 2.76 0.94
H 2.05 1.85 0.45
H -0.50 1.04 2.01
H 1.00 -0.08 1.74
H -0.75 -2.58 1.96

---

22
Properties=species:S:1:pos:R:3 method="wB97M-V/def2-TZVPD" e_tot_ha=-558.777991 gap_ev="11.7895 / 6.2975" charge=+2 multiplicity=3
C 1.88 -1.85 0.22
O 1.66 -0.44 0.16
H 0.97 -2.38 0.51
H 2.22 -2.18 -0.76
H 2.66 -2.05 0.97
C 1.28 0.17 1.39
O -0.07 -0.05 1.57
C -0.99 0.96 1.18
C -1.89 0.46 0.08
O -1.20 0.33 -1.16
C -2.06 -0.03 -2.24
H 1.57 1.23 1.36
H 1.80 -0.32 2.22
H -0.49 1.90 0.92
H -1.63 1.16 2.05
H -2.30 -0.53 0.35
H -2.71 1.17 -0.06
H -2.88 0.69 -2.31
H -2.44 -1.05 -2.08
H -1.47 0.00 -3.17
Au 0.71 0.29 -1.38
H 1.32 0.40 -2.83

---

43
Properties=species:S:1:pos:R:3 method="wB97M-V/def2-TZVPD" e_tot_ha=-753.893441 gap_ev=9.8348 smiles=CCCCCCCCNC(CO)(CO)CO
C -3.07 -0.96 -4.88
C -2.91 0.06 -3.76
C -1.45 0.45 -3.56
C -1.25 1.55 -2.52
C -1.57 1.09 -1.10
C -1.20 2.16 -0.07
C -1.55 1.76 1.37
C -0.85 0.48 1.83
N 0.58 0.61 1.62
C 1.45 -0.53 1.84
C 2.77 -0.18 1.12
O 2.51 0.18 -0.22
C 0.87 -1.83 1.23
O 0.46 -1.69 -0.10
C 1.73 -0.78 3.34
O 2.68 -1.82 3.47
H -2.71 -0.55 -5.82
H -4.12 -1.23 -5.00
H -2.51 -1.86 -4.66
H -3.30 -0.37 -2.83
H -3.50 0.95 -3.99
H -0.88 -0.43 -3.27
H -1.05 0.80 -4.52
H -1.87 2.41 -2.78
H -0.20 1.87 -2.56
H -2.63 0.87 -1.01
H -1.01 0.18 -0.89
H -1.74 3.08 -0.31
H -0.14 2.37 -0.13
H -1.28 2.58 2.03
H -2.63 1.61 1.46
H -1.20 -0.35 1.23
H -1.11 0.29 2.88
H 0.93 1.41 2.14
H 3.44 -1.03 1.11
H 3.26 0.65 1.65
H 1.73 0.76 -0.19
H 1.64 -2.60 1.33
H -0.01 -2.15 1.79
H 1.20 -1.28 -0.59
H 2.12 0.15 3.79
H 0.79 -1.05 3.84
H 2.83 -1.99 4.40